Molecular formula: C25H23AuI2NO2P
Method: DFT, wB97M-V/def2-TZVPD

Results
- charge = 0
- ΔE to the lowest compared entry with this formula, charge and spin (kJ/mol) = 43.60
- HOMO-LUMO gap (Ha) = 0.2662

Positions of all 55 atoms, in Å:
1 Au -0.8647 0.9758 0.1813
2 I 1.1492 0.4907 5.0518
3 C 2.0597 0.0012 3.2435
4 C 3.4545 -0.0803 3.1748
5 C 4.0936 -0.3957 2.0058
6 I 6.1826 -0.4837 2.0005
7 C 3.3405 -0.6223 0.8260
8 C 3.9025 -0.8981 -0.4406
9 C 3.0999 -1.0214 -1.5370
10 C 1.7138 -0.8709 -1.3759
11 N 1.1547 -0.6468 -0.2130
12 C 1.9284 -0.5233 0.8926
13 C 1.2205 -0.2351 2.1444
14 O -0.0462 -0.1865 2.1956
15 H 4.0312 0.1088 4.0706
16 H 4.9765 -0.9931 -0.5318
17 H 3.5135 -1.2203 -2.5161
18 H 1.0502 -0.9362 -2.2323
19 C 0.1684 3.5375 1.9859
20 P 0.1540 2.9491 0.2679
21 C 1.9039 2.8726 -0.2121
22 C 2.9145 2.7830 0.7400
23 C 4.2439 2.7125 0.3434
24 C 4.5688 2.7211 -1.0028
25 C 3.5630 2.7976 -1.9590
26 C 2.2374 2.8697 -1.5667
27 C -0.4899 4.3604 -0.6719
28 C 0.2176 5.5615 -0.7164
29 C -0.3029 6.6496 -1.3960
30 C -1.5328 6.5456 -2.0356
31 C -2.2382 5.3534 -1.9969
32 C -1.7163 4.2603 -1.3175
33 H 0.7832 4.4307 2.1030
34 H 0.5216 2.7421 2.6432
35 H -0.8608 3.7629 2.2644
36 H 2.6784 2.7533 1.7965
37 H 5.0199 2.6318 1.0936
38 H 5.6048 2.6627 -1.3102
39 H 3.8125 2.8014 -3.0120
40 H 1.4558 2.9339 -2.3153
41 H 1.1825 5.6404 -0.2292
42 H 0.2501 7.5788 -1.4302
43 H -1.9375 7.3967 -2.5673
44 H -3.1935 5.2700 -2.4978
45 H -2.2531 3.3193 -1.2865
46 C -4.0472 -2.2471 0.4567
47 C -2.6736 -1.6530 0.3672
48 C -1.5298 -2.4725 0.8512
49 O -2.5503 -0.5195 -0.0837
50 H -4.0970 -3.1314 -0.1822
51 H -4.8019 -1.5253 0.1578
52 H -4.2267 -2.5860 1.4787
53 H -1.7942 -3.5252 0.9242
54 H -1.2411 -2.0833 1.8329
55 H -0.6613 -2.3174 0.2146

Löwdin atomic charge list, values in e, 2 entries: atom 1 (Au): 0.7257, atom 2 (I): 0.8780